This record from the OMol25 dataset describes a cluster of 9 separate species, C65H145N8O3 in total. The level of theory is the ωB97M-V functional and the def2-TZVPD basis.

```
221
Properties=species:S:1:pos:R:3:forces:R:3
O 0.704822 1.692775 0.948404 0.6 1.1 0.5
C -0.071828 0.959243 0.131483 -0.6 -3.5 -0.7
O -0.502711 1.468606 -0.883723 -0.8 3.6 -2.6
O -0.225367 -0.226809 0.340146 0.0 -2.9 2.3
H 0.707702 2.374114 0.272113 0.8 1.7 0.4
C 4.628610 -3.521673 -2.833127 0.3 0.9 0.4
C 3.276195 -3.622917 -3.543702 0.1 -1.2 -0.3
C 3.358081 -3.358864 -5.060777 0.1 0.2 1.1
N 2.031982 -3.524068 -5.817168 0.8 0.3 -0.1
C 1.650283 -5.022567 -5.760110 0.3 1.0 -1.2
C 2.276742 -3.001175 -7.268887 -1.1 -0.6 0.2
C 0.886583 -2.717206 -7.829412 -0.4 0.7 1.2
C 0.074826 -2.283201 -6.532200 -1.4 -0.6 -2.8
C 0.890160 -2.589311 -5.350581 0.7 -0.6 0.9
H 4.521703 -3.566290 -1.749303 -0.4 -0.1 0.0
H 5.125049 -2.565364 -2.997822 0.0 0.1 -0.2
H 5.357198 -4.302385 -3.051659 -0.3 -0.1 -0.5
H 2.483055 -3.026818 -3.092377 0.3 0.3 0.1
H 3.000642 -4.659358 -3.348828 -0.4 -0.1 -0.3
H 4.126837 -3.972771 -5.530058 -0.4 -0.4 -0.1
H 3.764392 -2.353555 -5.172045 -0.6 0.3 -0.3
H 2.456795 -5.568826 -6.249239 0.2 0.0 0.4
H 0.804043 -5.192194 -6.425849 -0.3 0.2 0.4
H 1.483994 -5.362090 -4.737770 0.0 0.3 -0.2
H 2.833736 -3.742306 -7.842127 0.2 0.2 0.2
H 2.773258 -2.035332 -7.175592 0.4 -0.4 0.2
H 0.428474 -3.567051 -8.335379 0.1 0.2 0.0
H 0.920622 -1.838694 -8.473742 0.1 -0.4 -0.3
H -0.843420 -2.868121 -6.479226 0.0 -0.2 -0.2
H -0.316050 -1.271821 -6.643668 0.6 0.2 0.4
H 0.219611 -3.138483 -4.689615 0.8 0.2 0.7
H 1.302842 -1.672871 -4.928761 0.3 -0.4 0.4
C 7.160205 3.566126 10.241333 -0.2 -0.4 -1.5
C 5.880028 4.289362 9.658415 0.3 -1.1 1.0
C 4.807131 3.320045 8.999338 0.3 1.9 0.4
N 3.821495 4.153064 8.134274 0.3 1.2 -1.7
C 4.624462 4.550356 6.831598 -1.9 -0.9 0.4
C 2.543329 3.458706 7.672982 -0.5 -1.4 -0.3
C 1.437365 4.520036 7.252499 2.5 -1.2 0.4
C 2.006808 5.754194 7.938614 -0.6 1.2 -0.4
C 3.272343 5.452603 8.731752 -0.3 -0.8 0.1
H 7.916647 4.209466 10.690776 -0.5 0.4 0.0
H 7.659606 3.150405 9.366192 0.2 -0.2 -0.1
H 7.040013 2.714581 10.911059 -0.6 0.2 0.1
H 6.253586 5.042418 8.964539 -0.2 0.0 0.0
H 5.399213 4.778122 10.505788 -0.2 0.3 -0.2
H 4.229258 2.878925 9.811483 0.0 -0.3 -0.3
H 5.239399 2.597544 8.307085 -0.1 -0.1 0.3
H 5.423664 5.255815 7.059011 0.0 -0.6 -0.1
H 3.939205 4.956640 6.087651 -0.3 0.7 0.5
H 4.815866 3.596707 6.339651 1.1 0.0 0.4
H 2.829032 2.760772 6.885984 0.0 0.3 -0.4
H 2.199208 2.748659 8.424999 0.1 0.5 0.6
H 1.493284 4.601629 6.167002 -0.3 0.1 0.1
H 0.420971 4.292516 7.573869 0.3 -0.3 0.0
H 2.210751 6.495585 7.166058 -0.1 0.3 0.3
H 1.233844 6.127762 8.610241 0.3 0.4 0.0
H 4.012901 6.248773 8.655617 0.0 -0.2 0.3
H 2.975925 5.229601 9.756687 0.5 0.1 0.1
C -4.231855 4.862632 2.647040 -1.8 -0.7 0.2
C -4.493172 3.328125 2.681870 0.7 -0.1 0.4
C -5.473116 2.761054 3.771129 1.5 0.3 -1.3
N -5.315190 1.209232 3.911410 1.0 1.4 1.1
C -5.308791 0.496737 2.584394 0.6 1.1 0.9
C -6.364902 0.683133 4.865317 0.1 -0.1 0.2
C -5.867172 0.953681 6.303238 -0.5 -1.1 -0.3
C -4.364186 1.041276 6.206785 1.2 1.4 0.0
C -3.991369 0.995722 4.714650 0.0 -0.1 -0.1
H -3.398341 4.980242 1.954570 0.2 0.6 0.6
H -4.228425 5.279313 3.654253 1.3 -0.1 0.1
H -5.082179 5.445003 2.292204 -0.2 -0.3 -0.7
H -3.491780 2.917801 2.812061 0.1 -0.2 0.5
H -4.687377 2.966692 1.672039 -0.8 0.1 0.0
H -6.465389 3.108025 3.482845 -0.3 -0.8 0.2
H -5.225920 3.182800 4.745357 -0.1 -0.1 0.0
H -5.477984 -0.529015 2.911981 -0.3 0.0 -1.1
H -4.340559 0.641187 2.105072 0.2 -0.3 0.3
H -5.977369 1.069135 1.941375 -0.7 -1.0 0.1
H -6.376298 -0.397653 4.724364 -0.1 0.0 -0.1
H -7.341394 1.084023 4.593568 0.1 0.0 0.1
H -6.043953 0.035801 6.863917 -0.7 0.3 0.2
H -6.322323 1.809272 6.802128 0.0 -0.2 -0.2
H -3.783000 0.277389 6.723328 -0.5 -0.4 -0.1
H -4.056019 1.936995 6.746064 0.2 0.3 -0.5
H -3.518038 0.022996 4.580915 -0.8 -0.4 -0.8
H -3.236032 1.662199 4.298257 -0.3 0.4 0.4
C -7.257404 -0.854261 -11.028220 -1.1 0.9 -0.2
C -7.838528 0.252875 -10.048459 1.2 -0.4 -0.1
C -7.985665 -0.362214 -8.657972 0.7 0.8 0.6
N -7.869346 0.617085 -7.430404 -0.1 0.4 1.0
C -8.898287 1.723479 -7.613523 -0.1 -1.6 0.8
C -6.452049 1.252068 -7.058314 -1.3 -0.9 -1.9
C -6.085201 0.727578 -5.701007 -0.9 0.3 -0.2
C -6.827999 -0.598375 -5.607955 0.5 0.0 0.6
C -8.177472 -0.247166 -6.156356 -0.5 0.1 -1.7
H -8.096677 -1.459056 -11.371655 0.1 0.0 -0.2
H -6.510567 -1.554455 -10.653967 0.0 0.3 0.6
H -6.797982 -0.379141 -11.894993 -0.2 0.0 0.0
H -8.780260 0.703071 -10.362386 -0.3 -0.8 -0.3
H -7.241614 1.164175 -10.084739 0.8 -0.2 0.4
H -7.245787 -1.121282 -8.404027 0.2 0.0 -0.4
H -8.958364 -0.853545 -8.634362 -0.1 0.2 0.5
H -9.795154 1.106165 -7.664961 -0.5 0.7 -0.7
H -8.674050 2.340510 -8.483636 -0.2 -0.3 0.1
H -9.016987 2.301055 -6.696782 0.5 0.1 -0.1
H -6.625294 2.320766 -7.184671 0.5 -0.1 0.1
H -5.757122 0.848536 -7.794756 0.0 0.4 -0.2
H -6.587335 1.342374 -4.954016 0.9 0.4 0.3
H -4.998320 0.652452 -5.667254 -0.2 0.2 0.7
H -6.935494 -0.835269 -4.549455 0.1 -0.5 -0.1
H -6.274070 -1.367828 -6.145727 -0.4 -0.3 0.0
H -8.781456 0.306264 -5.437310 0.2 0.3 -0.2
H -8.803777 -1.046381 -6.552713 0.2 -0.2 0.5
C -1.339652 -11.656309 -3.252578 -0.6 0.9 0.1
C -1.798178 -11.067478 -1.875216 -2.1 -0.4 0.2
C -3.171385 -10.294847 -1.881798 0.3 1.3 1.1
N -3.355708 -9.240746 -0.681449 0.4 0.8 0.0
C -3.105001 -9.864465 0.717342 -0.3 0.7 -1.5
C -2.522550 -7.957158 -0.898921 -0.3 -0.6 -0.7
C -3.316102 -6.781349 -0.406929 1.1 0.7 1.1
C -4.734543 -7.147928 -0.654317 -1.3 -0.7 0.6
C -4.802521 -8.700261 -0.703986 -0.1 0.2 -0.5
H -0.334644 -12.078234 -3.246309 -0.1 0.1 0.3
H -1.367901 -10.878555 -4.015734 0.3 0.3 0.0
H -2.012704 -12.404438 -3.671392 -0.1 -0.2 0.5
H -1.091173 -10.400921 -1.381303 0.4 -0.2 -0.3
H -2.092594 -11.862941 -1.190616 1.0 -0.4 0.1
H -4.098193 -10.800304 -1.610431 0.4 -1.1 -1.1
H -3.266821 -9.684775 -2.780020 -0.4 0.0 0.0
H -3.505088 -9.147779 1.434551 0.2 -0.1 0.1
H -2.035029 -10.026917 0.847196 -0.2 -0.1 0.0
H -3.685150 -10.786408 0.756849 0.2 0.0 0.1
H -1.522031 -8.084834 -0.485676 -0.1 0.0 -0.3
H -2.563069 -7.782881 -1.974135 0.8 -0.7 -0.2
H -3.079129 -6.553383 0.632281 -0.3 -0.2 0.2
H -3.053031 -5.867060 -0.938872 0.2 -0.1 -0.1
H -5.367566 -6.765888 0.146581 -0.1 0.0 -0.2
H -5.115147 -6.745979 -1.593299 0.1 0.0 0.0
H -5.377520 -9.185093 0.084948 0.2 0.2 0.1
H -5.311424 -8.953397 -1.634069 0.4 -0.4 -0.1
C 1.794620 11.770477 -3.534922 1.1 -0.1 -0.8
C 0.579982 11.132548 -4.241240 0.6 -1.2 -0.3
C 0.833049 9.728279 -4.917888 -1.7 0.3 0.1
N -0.465644 9.119018 -5.588066 0.6 0.8 2.0
C -1.032671 10.164205 -6.575984 -1.2 -1.8 1.2
C -1.368031 8.634252 -4.380119 -0.1 -0.1 0.0
C -1.178419 7.123470 -4.295389 -0.1 -0.2 0.6
C -1.007101 6.733961 -5.691420 -0.5 0.1 -2.2
C -0.115448 7.826163 -6.304977 -0.4 -0.6 0.1
H 2.584050 12.147928 -4.184858 -0.6 0.7 -0.7
H 2.489494 11.104939 -3.022760 -0.9 -0.7 0.7
H 1.458087 12.560216 -2.863241 0.2 -0.1 -0.1
H 0.139108 11.760916 -5.015116 0.2 0.4 0.4
H -0.114096 11.012093 -3.409473 -0.5 -0.2 -0.4
H 0.993831 8.977928 -4.143797 1.0 0.0 -0.3
H 1.470947 9.711048 -5.801572 0.8 0.2 0.7
H -1.577074 10.949746 -6.051919 0.6 0.1 0.1
H -1.824342 9.565195 -7.026011 0.1 0.4 -0.8
H -0.244658 10.497782 -7.251165 -0.2 -0.1 0.1
H -2.405880 8.890642 -4.592834 0.1 0.0 -0.2
H -1.109035 9.054492 -3.408313 0.3 0.7 -0.5
H -2.013548 6.604682 -3.824743 -0.1 0.3 0.1
H -0.284621 6.722095 -3.817770 0.2 0.8 0.7
H -1.941316 6.847545 -6.241376 -0.3 -0.5 0.1
H -0.642444 5.713898 -5.812267 0.1 0.2 -0.3
H -0.425630 7.923637 -7.345354 0.9 0.2 0.0
H 0.928365 7.569282 -6.124536 0.1 0.4 -0.4
C 5.070662 2.997205 -2.966477 -0.3 -0.5 -1.4
C 5.946004 3.367722 -1.832122 -0.5 1.1 0.8
C 7.325485 2.807358 -1.871222 0.9 -0.2 1.5
N 8.095415 2.992031 -0.502588 0.2 -0.5 0.4
C 8.426211 4.510447 -0.264113 -0.1 -1.7 0.2
C 7.409790 2.289968 0.716279 0.4 1.0 0.2
C 8.539213 1.796133 1.743645 -1.4 0.1 -1.5
C 9.841493 1.863008 0.947431 0.0 1.4 -1.4
C 9.354452 2.082984 -0.566510 -0.1 1.2 1.9
H 4.129367 3.546406 -2.945689 -0.1 -0.3 0.4
H 4.928472 1.922607 -2.851851 -0.5 -0.1 -0.6
H 5.456589 3.240932 -3.956301 0.4 -0.3 0.0
H 5.347712 3.025271 -0.987793 0.5 0.2 0.6
H 6.018415 4.455285 -1.823882 0.0 0.1 0.4
H 7.885636 3.326858 -2.648683 0.4 -0.2 0.2
H 7.410568 1.728971 -2.005127 -0.4 0.1 -0.3
H 8.889463 4.913889 -1.164510 -0.1 -0.2 0.0
H 9.132963 4.571004 0.563495 -0.1 0.0 0.0
H 7.509505 5.042414 -0.009650 0.1 -0.2 -0.1
H 6.745315 3.033780 1.155951 -0.1 -0.2 0.0
H 6.820792 1.460276 0.325378 0.1 0.1 -0.1
H 8.443642 2.395753 2.648860 0.5 -0.1 -0.1
H 8.338462 0.750853 1.978548 -0.2 0.1 0.2
H 10.462025 2.706840 1.249086 -0.1 0.1 0.0
H 10.492775 0.994608 1.046385 -0.3 -0.1 -0.2
H 10.008964 2.675284 -1.205962 0.5 -1.0 -0.2
H 8.964175 1.111757 -0.870653 0.4 0.2 -0.8
C 3.872693 -7.889063 9.362965 -0.8 -0.6 0.1
C 3.031955 -7.300764 8.193971 0.9 -0.3 -0.6
C 1.660192 -6.841354 8.640685 0.0 0.6 -0.8
N 0.924655 -5.924937 7.585073 -0.5 1.3 1.2
C -0.458630 -5.527830 8.198886 0.2 -0.1 -1.1
C 0.805103 -6.564718 6.202200 -0.4 -0.2 1.2
C 1.846890 -5.883469 5.368791 0.2 0.0 -2.0
C 1.918163 -4.431593 5.791606 0.4 0.1 1.1
C 1.687745 -4.560844 7.294085 -0.1 -0.2 0.5
H 3.761317 -7.224961 10.220086 0.6 0.1 0.0
H 4.905611 -8.160504 9.144973 0.1 0.9 -0.3
H 3.535587 -8.854980 9.739079 -0.7 0.0 -0.2
H 2.896362 -7.952141 7.330596 0.0 -0.8 0.3
H 3.637485 -6.548493 7.688461 -0.1 0.7 0.5
H 1.694713 -6.285003 9.577374 -0.1 0.2 -0.1
H 1.035292 -7.724079 8.776310 -0.3 0.2 0.0
H -1.193868 -6.332323 8.216412 0.6 -0.6 0.3
H -0.940340 -4.812622 7.532150 0.4 0.2 -0.1
H -0.359624 -5.064752 9.180643 0.4 -0.3 -0.1
H -0.226401 -6.400665 5.890455 0.1 0.1 -0.2
H 0.957015 -7.636860 6.326825 0.0 0.1 -0.1
H 1.611431 -5.952412 4.306760 -0.2 -0.2 0.0
H 2.811772 -6.385739 5.438395 0.0 0.1 0.4
H 1.254069 -3.683418 5.358812 -0.6 -0.7 -0.3
H 2.885291 -3.955340 5.630492 0.3 -0.4 0.0
H 1.079725 -3.712852 7.609237 0.0 -0.4 0.6
H 2.634512 -4.600349 7.832756 -0.3 0.0 0.1
```
Positions in Å, forces in eV/Å.

electronic energy = -87747.4090 eV
relative energy (zero: lowest compared OMol25 entry of this formula, charge and spin) = 20.6 kcal per mole
charge = +7
HOMO = -15.966 eV